Entry from the Open Molecules 2025 dataset: a 6-piece molecular cluster, C46H86N3O10S overall at a distorted geometry (ωB97M-V with the def2-TZVPD basis set).

Each line ends with the Löwdin charge.
Cartesian coordinates (Å):
C (-2.187, -2.911, 2.727)  -0.095
C (-0.893, -3.781, 2.326)  -0.172
C (-0.207, -4.693, 3.408)  -0.021
C (1.034, -5.554, 2.999)  -0.052
C (1.538, -5.468, 1.521)  -0.064
C (0.829, -4.576, 0.482)  -0.024
C (-0.406, -3.677, 0.865)  -0.124
C (-1.027, -2.761, -0.281)  -0.141
N (-1.105, -1.309, 0.033)  -0.012
C (-2.122, -0.612, -0.818)  -0.115
N (-3.208, -0.023, -0.290)  -0.018
C (-4.162, 0.714, -1.209)  -0.039
C (-3.548, 2.173, -1.611)  -0.133
C (-2.600, 2.789, -0.469)  -0.192
S (-2.017, 4.493, -1.026)  0.753
O (-2.321, 4.673, -2.495)  -0.329
O (-2.797, 5.506, -0.202)  -0.351
O (-0.404, 4.765, -0.678)  -0.185
O (-3.389, -0.070, 1.041)  -0.055
C (-4.632, -0.734, 1.410)  -0.109
C (-5.661, 0.236, 2.229)  -0.289
C (-6.984, 0.599, 1.348)  -0.081
C (-4.945, 1.525, 2.865)  -0.165
C (-6.033, 2.558, 3.504)  -0.375
C (-6.996, 1.809, 4.554)  -0.089
C (-5.165, 3.750, 4.194)  -0.089
N (-1.968, -0.477, -2.265)  -0.117
C (-2.497, -1.648, -3.034)  -0.033
C (-0.608, -0.037, -2.687)  -0.141
C (0.607, -0.592, -1.804)  -0.092
C (0.151, -0.549, -0.239)  -0.239
C (1.362, -0.838, 0.782)  -0.025
C (2.721, -1.295, 0.014)  -0.288
O (2.856, -2.384, -0.589)  0.041
C (3.982, -0.278, 0.030)  -0.104
C (5.158, -0.466, 1.033)  -0.015
C (6.342, 0.530, 1.080)  -0.048
C (6.413, 1.772, 0.141)  -0.061
C (5.259, 1.956, -0.868)  -0.065
C (4.054, 0.947, -0.922)  -0.028
H (-2.641, -3.397, 3.667)  0.087
H (-1.940, -1.807, 2.854)  0.082
H (-2.957, -3.111, 1.886)  0.070
H (-0.658, -4.720, 4.465)  0.098
H (1.512, -6.212, 3.795)  0.089
H (2.462, -6.111, 1.281)  0.097
H (1.267, -4.587, -0.584)  0.101
H (-0.499, -3.037, -1.255)  0.124
H (-2.121, -3.123, -0.414)  0.132
H (-5.156, 0.966, -0.674)  0.133
H (-4.458, 0.096, -2.123)  0.125
H (-4.358, 2.927, -1.882)  0.121
H (-2.862, 1.967, -2.519)  0.117
H (-1.669, 2.172, -0.233)  0.087
H (-3.147, 2.972, 0.515)  0.097
H (-0.212, 4.674, 0.284)  0.104
H (-5.221, -1.156, 0.511)  0.138
H (-4.462, -1.635, 2.104)  0.115
H (-6.070, -0.375, 3.122)  0.132
H (-6.862, 1.620, 0.819)  0.079
H (-7.887, 0.655, 2.063)  0.082
H (-7.184, -0.181, 0.525)  0.082
H (-4.235, 1.141, 3.694)  0.135
H (-4.340, 2.140, 2.117)  0.092
H (-6.652, 3.002, 2.637)  0.124
H (-7.110, 2.481, 5.482)  0.080
H (-8.016, 1.575, 4.085)  0.075
H (-6.532, 0.824, 4.925)  0.083
H (-5.634, 4.030, 5.211)  0.080
H (-4.065, 3.425, 4.314)  0.077
H (-5.177, 4.657, 3.477)  0.085
H (-1.824, -1.995, -3.887)  0.113
H (-3.483, -1.300, -3.535)  0.088
H (-2.813, -2.531, -2.357)  0.101
H (-0.396, -0.369, -3.784)  0.125
H (-0.558, 1.105, -2.677)  0.126
H (1.513, 0.070, -2.016)  0.106
H (0.926, -1.660, -2.111)  0.124
H (-0.127, 0.567, -0.075)  0.144
H (1.094, -1.537, 1.649)  0.129
H (1.653, 0.163, 1.285)  0.127
H (5.106, -1.368, 1.733)  0.104
H (7.171, 0.352, 1.853)  0.087
H (7.298, 2.480, 0.225)  0.092
H (5.301, 2.874, -1.559)  0.093
H (3.257, 1.208, -1.706)  0.076
C (-6.211, -1.269, -5.837)  -0.061
C (-6.857, -1.927, -4.627)  -0.502
C (-8.348, -2.132, -4.839)  -0.060
O (-6.649, -1.109, -3.474)  -0.082
H (-6.645, -0.281, -6.022)  0.086
H (-5.141, -1.117, -5.666)  0.065
H (-6.339, -1.880, -6.734)  0.086
H (-6.377, -2.890, -4.433)  0.138
H (-8.856, -1.174, -4.990)  0.085
H (-8.801, -2.595, -3.958)  0.082
H (-8.540, -2.769, -5.706)  0.085
H (-7.070, -0.254, -3.636)  0.090
C (-5.141, 5.999, -2.789)  -0.065
C (-6.431, 5.598, -3.486)  -0.493
C (-7.571, 6.539, -3.128)  -0.063
O (-6.780, 4.264, -3.108)  -0.072
H (-5.259, 5.958, -1.700)  0.081
H (-4.331, 5.308, -3.042)  0.047
H (-4.839, 7.011, -3.069)  0.092
H (-6.279, 5.600, -4.569)  0.141
H (-7.771, 6.518, -2.052)  0.082
H (-8.494, 6.231, -3.628)  0.080
H (-7.341, 7.566, -3.421)  0.083
H (-6.917, 4.254, -2.151)  0.079
C (10.864, -0.148, 1.497)  -0.067
C (10.765, -0.234, 3.013)  -0.500
C (11.855, -1.125, 3.589)  -0.062
O (9.486, -0.753, 3.376)  -0.070
H (10.742, -1.136, 1.041)  0.082
H (10.068, 0.486, 1.096)  0.067
H (11.828, 0.263, 1.187)  0.081
H (10.844, 0.768, 3.444)  0.139
H (11.768, -2.146, 3.205)  0.086
H (11.766, -1.187, 4.676)  0.062
H (12.849, -0.743, 3.341)  0.085
H (9.407, -1.640, 3.000)  0.087
C (11.571, -2.212, 8.382)  -0.065
C (12.327, -3.128, 7.432)  -0.501
C (13.267, -4.054, 8.188)  -0.066
O (13.077, -2.340, 6.510)  -0.068
H (12.263, -1.575, 8.944)  0.082
H (10.908, -1.544, 7.825)  0.078
H (10.972, -2.787, 9.092)  0.080
H (11.616, -3.721, 6.850)  0.139
H (14.017, -3.482, 8.743)  0.082
H (13.812, -4.699, 7.492)  0.080
H (12.718, -4.685, 8.892)  0.080
H (13.710, -1.811, 7.015)  0.092
C (0.489, -0.950, -8.293)  -0.060
C (0.270, -0.440, -6.877)  -0.506
C (1.092, 0.810, -6.605)  -0.060
O (0.632, -1.459, -5.944)  -0.078
H (1.538, -1.217, -8.453)  0.085
H (-0.099, -1.854, -8.470)  0.082
H (0.204, -0.197, -9.032)  0.085
H (-0.791, -0.222, -6.725)  0.135
H (2.162, 0.603, -6.708)  0.086
H (0.934, 1.159, -5.581)  0.066
H (0.825, 1.615, -7.294)  0.086
H (1.570, -1.659, -6.070)  0.093

Atoms 1-2, force components in eV/Å:
C 0.4 -1.8 -0.3
C 1.5 -0.8 -0.5

Properties
- HOMO level (eV) = -10.717
- charge = +1
- molecular weight (g mol⁻¹) = 873.272
- orbital gap (eV) = 7.21
- max |F| (eV/Å) = 6.13
- E_tot (hartree) = -3118.3925